No. 1
C36H31N3O2Pb | the ωB97M-V functional and the def2-TZVPD basis

Summary:
LUMO level ... -8.2 eV
Orbital gap ... 4.294 eV
Energy above the lowest of the compared OMol25 structures with the same formula, charge and spin ... 16.8 kcal/mol
Net charge ... +2

Geometry (Å):
C: -0.4794 4.4798 0.3959
H: -3.3048 0.7011 2.2648
H: -0.4559 -0.2908 5.7110
C: 4.1067 2.7352 2.5780
C: -5.9323 1.1008 -0.8516
C: -2.9090 -0.7238 0.6586
H: 3.4225 3.9549 -0.4975
H: -2.4262 0.1291 4.2587
C: 3.4911 3.2474 0.3143
C: -1.2893 0.0698 2.4454
C: -6.5146 0.0714 -1.5750
C: -4.7738 0.8824 -0.1230
H: -1.2008 -2.8301 0.9171
H: -1.4499 -4.8323 2.3465
C: -2.4729 0.4379 1.6152
O: 2.5439 -0.7603 -0.3799
N: -0.4387 4.5043 -0.9645
N: -0.0988 -0.1829 1.8707
C: 3.8270 -1.2883 -0.0691
H: -0.6320 5.3537 0.9954
C: 6.1881 -1.2646 -0.6609
C: 3.2325 1.0001 1.1546
H: -4.3467 -2.3973 -0.7886
H: 3.8591 0.7132 3.1964
C: -0.3623 -0.2742 4.6367
C: 6.3043 -2.5977 -0.2620
C: 2.8535 -0.3981 0.9129
C: -1.4502 -0.0191 3.8289
C: 5.1747 -3.3031 0.1529
H: -4.3494 1.7051 0.4322
H: -0.5634 5.3205 -1.5482
C: 3.1181 1.9346 0.1163
H: -2.2307 1.2872 0.9764
H: 1.8333 -2.1262 1.6258
C: -2.2214 -4.0763 2.3355
C: 3.7326 1.4180 2.3910
H: 4.3016 4.6723 1.6897
C: -4.3544 -3.2691 3.0788
C: -0.3039 3.1765 0.7518
H: 5.2520 -4.3516 0.3923
H: 7.0499 -0.7463 -1.0493
C: 0.8536 -0.5403 4.0264
H: 7.2592 -3.0946 -0.3148
H: -6.3795 2.0833 -0.8492
C: -2.0765 -2.9536 1.5399
H: -3.4833 -5.1189 3.7152
H: -6.3868 -2.0020 -2.1017
N: -0.1725 2.4134 -0.3737
H: 1.7176 -0.7804 4.6221
H: 4.5149 3.0458 3.5262
C: -5.9426 -1.1911 -1.5477
H: 2.7255 1.6170 -0.8393
C: -4.2104 -0.3855 -0.0800
H: -5.2510 -3.3980 3.6648
C: 3.9502 -2.6909 0.2113
C: 4.9886 -0.6112 -0.5796
O: -1.9750 -0.8733 -0.3392
C: 2.1710 -1.1668 2.0236
C: -0.2521 3.2502 -1.3916
C: 0.9368 -0.5463 2.6430
H: -7.4078 0.2547 -2.1538
H: -0.2728 2.7516 1.7323
C: -3.0687 -1.9811 1.5060
C: -4.2073 -2.1448 2.2881
C: -4.7926 -1.4158 -0.8159
H: 4.8987 0.4139 -0.9015
H: -0.1778 2.9845 -2.4280
H: 2.8856 -1.3702 2.8225
Pb: -0.0518 -0.0648 -0.6290
C: -3.3630 -4.2387 3.1036
C: 3.9951 3.6499 1.5423
H: 3.0669 -3.2641 0.4413
H: -4.9928 -1.4038 2.2512

***

No. 2
C24H48F18N6O24S6 | the ωB97M-V functional and the def2-TZVPD basis

Summary:
LUMO level ... -0.2 eV
Orbital gap ... 10.152 eV

Geometry (Å):
H: 0.1813 -4.5519 -1.2690
O: 0.0019 -3.5106 3.6481
O: 3.2216 0.4276 4.6869
H: 1.2437 -5.4736 -3.3481
O: 5.0321 1.0402 -5.1249
H: -2.5393 -1.9112 -1.7020
H: 1.5078 -6.3535 0.1622
F: -2.2918 4.4894 -3.8356
C: 4.2421 3.5436 -4.5943
H: -2.2958 -1.0151 5.4882
C: -0.2993 -2.9644 6.0025
C: 3.9364 1.0083 -4.5606
O: 0.0588 2.7162 1.5788
N: 1.0285 -4.4391 -0.6766
O: 1.5033 -2.0125 0.0648
O: -1.8731 -6.1066 -3.7616
H: -2.7454 2.8540 0.3636
H: -7.1176 -3.8368 -0.1639
H: 3.2909 -0.6989 0.9099
C: -0.4220 -2.8368 4.5163
C: -3.5344 -1.6134 -1.3593
F: -2.5395 -2.4773 -3.8097
N: -0.4194 4.3651 -0.6524
F: -6.5740 -1.9570 3.7813
H: -1.8652 0.4632 4.4152
H: 0.7224 -2.6857 6.1509
H: 2.8177 -4.6115 -3.6385
F: 0.1852 -0.8058 -2.1053
O: -4.7051 -3.9549 2.8841
H: 1.0881 -3.4393 -0.4497
C: 5.3574 3.3198 -0.2255
F: -1.1348 -3.6419 -5.0420
S: 0.2738 -1.3512 0.4547
H: 2.1402 0.1378 -3.8006
O: 0.3885 -0.5892 1.6630
H: 3.2351 3.2345 3.2430
H: 3.2866 2.2844 -3.2341
H: 4.1588 4.3269 -3.7667
F: -5.4003 -0.4149 2.8295
H: 1.2609 -3.8755 -3.5269
S: -2.2153 -4.9084 -3.0158
F: -2.0149 3.1359 -5.5638
C: 1.8867 -4.6565 -3.1271
O: 3.1772 4.2113 -1.3346
H: -3.4707 -2.3291 0.6165
H: -0.9323 -2.3175 6.6375
O: -3.4699 -4.8257 -2.2680
H: 4.9052 2.4638 3.1854
H: -3.4483 -0.6175 -0.9096
S: 0.1315 3.5108 -4.0649
H: 0.0362 -0.9860 3.6266
C: -1.8942 4.5525 -0.3719
O: 0.8735 4.6802 -3.7060
N: 2.8110 0.8312 2.3523
H: -3.5790 -3.4525 -0.5403
S: -4.1023 -2.7967 3.4467
H: 0.2751 6.1484 -1.5358
H: 1.3785 5.2890 -0.4851
C: 3.6919 -0.2275 1.7732
C: -0.2437 4.0424 3.7515
H: 2.8196 1.7578 1.8023
S: 3.5337 3.0275 -0.6122
C: 0.3832 5.6379 -0.6241
O: 0.0526 1.4911 3.7175
F: -0.8746 5.0491 3.1495
O: 3.2901 -4.6733 -1.1070
F: 5.9389 3.6480 -1.3548
C: 2.2053 -4.6190 -1.6174
C: -2.7954 3.3644 -0.5911
F: 1.2667 0.6990 -0.9911
O: -0.9235 -2.1350 0.3063
O: -2.0269 2.4225 2.8621
F: -5.2020 -0.8915 4.9233
O: 3.5993 1.8131 -1.3825
F: -0.6346 4.0341 5.0036
H: 1.8047 0.5892 2.4133
H: 3.1715 -0.8444 -4.9368
O: -6.0195 -1.5770 0.1520
O: 2.8767 3.0053 0.7087
O: -3.6190 -2.9787 4.8251
H: -0.4005 -3.9359 6.4181
C: 1.0113 -5.4242 0.4874
C: 3.0886 -0.1274 -4.1151
H: 4.6329 0.2058 1.5405
H: 3.4996 -0.6581 -3.2959
H: 2.4489 2.5769 -4.6228
H: -5.7356 -4.4435 0.7949
H: 0.0118 -5.6116 0.9060
C: -5.4596 -2.6009 -0.1499
C: -6.0844 -3.9832 -0.1927
H: -4.1274 -1.5976 -2.2034
H: -5.7777 -4.8207 -0.8728
C: -1.5389 -0.4158 5.0111
C: -5.3354 -1.3842 3.7461
H: -1.4774 -1.7195 3.2334
N: -0.8417 -1.3706 3.9925
S: -0.6195 2.4539 2.8364
H: 0.0698 6.1551 0.2522
H: 3.7843 -0.9834 2.6294
H: 5.2828 3.2635 -4.5640
H: -0.4131 3.9052 -1.6169
F: -0.9467 0.5298 -0.7569
C: 3.2533 1.2505 3.8029
C: -1.3847 4.0557 -4.8457
N: -3.9665 -2.5415 -0.2945
F: -3.3779 -3.9472 -5.1414
H: -3.7991 3.6828 -0.7157
F: 5.9905 2.3359 0.2886
O: -2.2778 5.6771 -0.1190
F: 1.0462 4.2945 3.7419
C: 3.9715 2.5155 3.7415
H: 1.6128 -4.9664 1.3084
O: -0.2449 2.6974 -2.9453
F: 5.5000 4.3129 0.5961
H: -0.7848 -0.0904 5.7675
F: -1.0739 5.0799 -5.6053
H: -2.3388 2.7743 -1.3773
H: 4.2148 2.8402 4.7532
O: -3.1126 -2.1306 2.5938
C: 0.1965 -0.1231 -0.9329
C: -2.3405 -3.6441 -4.3919
O: -1.1287 -4.3575 -2.1603
N: 3.3871 2.3487 -4.2414
O: 0.7737 2.7263 -5.0791
H: -0.1542 3.6133 0.0183
H: 3.9165 3.9319 -5.5291

***

No. 3
C19H23MgN3O8S | the ωB97M-V functional and the def2-TZVPD basis

Summary:
LUMO level ... -0.9 eV
Orbital gap ... 7.492 eV
Energy above the lowest of the compared OMol25 structures with the same formula, charge and spin ... 0.0 kcal/mol

Geometry (Å):
H: -1.2130 -1.4849 3.4648
H: 1.2439 -0.3617 2.7903
H: -2.5766 -3.4395 -1.1519
H: 0.9504 1.2149 4.6595
C: 3.9187 1.0307 0.1745
O: 0.1227 -0.2379 -1.9698
C: 5.6067 2.7105 -0.2065
H: -3.1127 -2.5001 -3.5767
N: -0.4419 -1.9577 -3.3037
H: -3.8386 -0.0916 -3.4763
H: -0.7670 2.7437 4.2045
Mg: 0.0750 0.4815 -0.0651
C: -1.7011 0.0901 -3.5209
H: -1.9978 1.5351 4.5781
C: -0.7892 -2.9205 -2.2244
H: -1.9966 -1.8415 -0.8052
C: -2.5762 0.1373 0.8204
C: -0.4792 -1.8621 1.5032
O: -0.8051 -3.0333 1.5802
N: 2.9771 1.8801 -0.3271
S: 3.4095 -0.5247 0.7716
H: -1.6040 1.1616 -3.3579
C: -1.2987 1.4843 2.5201
O: 2.5059 -2.2488 -0.9946
H: 5.9684 0.7569 0.6204
H: -4.1492 -2.0945 -2.2334
C: -2.0339 0.1630 2.2614
C: 0.2576 0.0562 2.9667
O: 1.7400 1.5342 -0.3880
C: -3.1427 -1.9475 -2.6274
C: -3.0061 -0.4315 -2.8557
H: 2.4963 3.6841 -1.1573
H: 6.6373 3.0314 -0.1574
H: 4.8534 4.5364 -1.0827
C: -0.5636 -0.6550 -2.8979
C: 0.0439 0.7081 4.3297
C: -0.9076 -0.8812 2.6124
C: 4.6235 3.5457 -0.7190
N: 2.9023 -1.1799 -0.9980
C: 5.2414 1.4523 0.2272
H: -1.7168 -0.1170 -4.5946
O: -1.8505 0.7540 -0.0585
H: -3.1104 0.0578 -1.8880
C: 3.3235 3.1083 -0.7736
O: 0.2667 -1.3510 0.5760
H: -0.2317 -0.0263 5.0851
H: -0.8112 -3.9073 -2.6871
O: -3.6421 -0.4103 0.5927
H: -0.0155 -2.9123 -1.4607
O: 0.0431 1.1690 2.0538
C: -1.0844 1.7192 4.0140
C: -2.1498 -2.5510 -1.6180
H: -1.6820 2.3293 1.9569
H: -2.8868 0.0275 2.9235
H: -1.0252 -2.1341 -4.1096

***

No. 4
F2H2S2Si | the ωB97M-V functional and the def2-TZVPD basis

Summary:
SMILES ... F[Si](F)(S)S
LUMO level ... 0.1 eV
Orbital gap ... 10.774 eV
Energy above the lowest of the compared OMol25 structures with the same formula, charge and spin ... 11.0 kcal/mol

Geometry (Å):
H: -2.0906 0.6843 -0.9085
Si: 0.1601 -0.4753 0.0583
S: -1.7209 0.5424 0.3178
S: 1.9780 0.5493 0.1387
F: 0.2075 -1.3510 -1.2731
H: 1.3324 1.8403 0.3990
F: 0.1335 -1.7900 1.2677

***

No. 5
C41H94N3O32P7S2 | the ωB97M-V functional and the def2-TZVPD basis

Summary:
SMILES ... COP(=O)(OC)OC.COP(=O)(OC)OC.COP(=O)(OC)OC.COP(=O)(OC)OC.COP(=O)(OC)OC.COP(=O)(OC)OC.COP(=O)(OC)OC.O=S1(=O)CCCC1.O=S1(=O)CCCC1.c1cc[nH]c1.c1cc[nH]c1.c1cc[nH]c1
LUMO level ... -0.2 eV
Orbital gap ... 7.828 eV
Energy above the lowest of the compared OMol25 structures with the same formula, charge and spin ... 78.7 kcal/mol

Geometry (Å):
H: -0.3778 2.4978 0.2598
H: -6.2096 0.2431 -1.7043
O: -8.0756 3.8873 -2.3785
O: 0.3417 6.0532 -2.0828
O: 0.0639 -7.7929 4.2702
C: -0.2195 1.9612 1.1952
N: -0.4918 -2.4557 6.1003
H: 0.4377 3.0421 7.3851
C: 0.6795 -7.2552 3.1292
H: -2.4935 1.2615 -4.9032
H: 4.5408 -2.5015 -4.7990
O: -2.1207 6.1323 -1.3074
C: 1.2334 1.3922 1.4077
C: -8.7158 3.6463 4.9001
H: 0.0909 -7.1883 2.2143
O: -2.6217 -8.0775 -5.7613
O: -0.9120 -0.9657 -0.8046
C: -1.5556 -2.8497 7.9996
O: -5.7819 4.3956 -3.5556
C: -9.3353 3.2240 -2.1671
H: -0.7975 10.0836 -0.4059
H: -3.0624 4.6966 -0.3998
H: 2.5330 -7.0309 -4.7931
H: 2.0531 -0.5189 0.4036
C: -3.5694 -6.5502 -8.3910
C: 2.7010 -5.9760 -4.5764
C: 10.9834 1.8097 2.5187
H: 5.4746 -5.1910 -0.2554
H: -1.0718 6.0767 -3.7541
H: -1.5219 -0.8030 8.6982
P: -0.6430 6.7714 -1.0219
C: -1.9029 2.4487 -6.6731
C: -7.4203 3.2462 5.5884
P: -3.0852 -6.6970 -5.7862
H: 1.5300 -7.9169 2.9650
O: -4.0417 -6.3409 -7.0504
P: -0.8111 -9.1545 4.3370
O: -1.4021 -9.5153 5.6582
O: -0.6888 8.3300 -1.4908
C: 2.7365 4.9578 6.0345
C: 2.3513 4.0344 7.0101
H: -0.2215 -0.3517 6.3218
C: 1.0417 3.6651 6.7421
S: -6.2298 3.3302 4.2382
H: -4.3597 -6.2171 -9.0637
H: -2.8000 2.9522 -7.0018
H: -1.9982 8.8419 0.0260
H: -1.9387 -3.5232 -5.0569
C: -8.8292 3.0122 3.4355
H: -9.3795 2.0754 3.5233
H: -2.4592 5.9562 0.7887
H: -2.1358 9.8067 -1.4403
S: -0.3924 -0.6667 0.5261
H: 2.1257 -5.6977 -3.6933
O: -0.2345 6.6329 0.4178
C: -1.4311 9.2853 -0.7925
H: -2.1168 -3.2704 8.8209
N: 1.6521 5.1056 5.1968
H: 7.6736 -1.8046 1.8247
H: 2.2224 -5.4445 -5.3989
H: -7.0790 3.8630 6.4198
C: 8.0743 1.0928 -3.5135
H: 3.7213 2.9489 -2.3236
P: 7.1839 2.9355 -1.9618
H: 6.7095 0.4864 4.7965
H: -3.4543 -3.9697 -5.8816
O: 5.6695 2.4304 -2.1807
O: 7.5780 4.1373 -2.7751
H: -9.5198 2.3016 -2.7178
H: -0.9285 -11.8116 4.0426
O: -1.7828 -9.0869 3.0385
O: 3.6211 -3.5432 -3.2165
H: -7.2896 1.7545 2.7646
P: 9.3047 0.2068 3.8476
C: -6.0384 5.6508 -4.2341
C: 0.5679 4.5083 5.7198
O: -5.1880 2.3245 4.3577
H: -4.5031 -6.9078 -2.5920
O: 0.3632 -10.1918 3.7919
C: 5.1983 -5.9869 -0.9470
C: 6.6179 4.4937 -0.0281
H: -3.2802 -5.6940 -2.6950
H: 2.8847 3.6731 7.8769
C: 3.7334 -2.4666 -4.0676
H: -7.1833 0.4017 -3.0270
O: 7.2741 3.2913 -0.4028
H: 3.6317 5.5384 5.8672
H: -5.6603 6.5513 -3.7501
H: -9.5942 3.2908 5.4387
N: 0.2879 1.7885 -6.5088
H: -2.0500 -3.7093 -6.7749
H: -0.1493 3.0054 -8.1047
P: 4.6667 -4.8321 -3.2767
C: 1.2559 0.2236 0.3675
H: 0.1352 0.7025 -4.6882
H: -3.3863 -7.6150 -8.5347
H: 7.2092 1.6795 5.8636
H: -2.3240 -7.0595 3.4918
C: -2.3801 -4.1480 -5.8333
H: 7.0554 -0.8183 3.1598
H: -7.5311 2.2536 6.0250
C: -6.9133 0.9586 -2.1297
H: 0.9447 -6.2006 3.2040
H: -7.1200 5.7849 -4.2151
H: -1.0761 -4.4532 6.5246
O: -7.4708 2.5485 -4.6082
O: -0.3398 -1.7411 1.5313
H: 6.1725 -6.1844 -1.3943
H: -8.7865 4.7183 4.7158
H: 10.0769 2.0295 1.9548
C: -0.3518 1.3226 -5.4262
H: 11.6654 1.3910 1.7786
H: -3.5985 -8.1107 3.0505
H: 0.2510 5.0040 -3.7787
H: 7.6664 0.0830 -3.5582
C: -0.0267 6.0063 -3.4525
H: 1.2710 1.7036 -6.7240
C: -1.1104 -3.4310 6.8715
C: 7.5353 -0.7841 2.1817
H: -0.3121 2.7713 1.9185
O: 4.0563 -5.7823 -4.4233
H: 3.9534 -1.5630 -3.4990
H: 11.4463 2.7728 2.7338
H: -2.1353 0.9577 0.5606
H: 1.5858 5.8166 4.4825
O: 4.2172 -5.5591 -1.8652
C: -1.7102 1.6098 -5.5601
H: 4.8546 -6.7486 -0.2472
O: -5.8994 4.7340 3.9453
O: -4.0127 -6.3053 -4.5248
H: -5.6252 5.4986 -5.2312
C: -0.6592 -1.2579 6.7138
H: 7.4066 5.1900 0.2570
C: -7.4067 2.8334 2.8669
H: -10.1758 3.8999 -2.3247
H: 4.7165 4.2643 -2.9391
H: -9.3854 2.8612 -1.1405
H: 7.4489 1.6468 -4.2135
H: 0.5546 -12.1983 3.1962
H: -2.3875 -7.5417 1.8545
H: -7.7539 1.1091 -1.4524
H: 6.4380 2.1739 4.3487
O: -1.9551 -5.5276 -5.7935
H: -2.6415 -6.0118 -8.5841
C: -1.2787 0.8198 1.2204
O: 9.2833 -0.8931 4.8762
H: 6.8976 -0.2072 1.5119
H: 0.0360 -2.5786 5.2480
C: -2.5410 -7.9236 2.8638
O: 6.1249 -4.5454 -3.5502
C: -2.8677 5.7505 -0.2007
H: -7.0252 3.2346 1.9280
H: -3.7973 6.3179 -0.2446
H: 4.5253 2.7822 -3.8428
H: 2.7849 -2.3894 -4.5991
C: 7.1533 1.4819 4.7932
H: -0.4010 4.6753 5.2730
H: 0.5022 6.7045 -4.1013
H: -1.5151 0.5323 2.2449
C: -3.6064 -6.6310 -3.1466
O: 8.4875 1.5381 4.2027
C: -0.6214 2.5280 -7.2589
C: -1.2305 -1.5021 7.9283
P: -6.9634 3.2454 -3.3857
O: 8.0252 1.5505 -2.1655
C: 4.6547 3.1809 -2.8366
O: 10.7955 0.9018 3.6532
O: -6.2695 2.1829 -2.3742
H: 1.3314 1.0503 2.4380
H: 5.9928 4.9234 -0.8109
H: 9.0856 1.1003 -3.9202
H: 2.1076 2.0117 1.2074
H: 1.3227 0.5922 -0.6562
H: -2.8980 -7.4473 -3.0059
H: 5.9779 4.1368 0.7787
C: 0.1367 -11.5857 3.9951
H: -9.4341 3.6236 2.7658
H: 0.5697 -11.9645 4.9209
O: 8.8149 -0.2777 2.3831

***

No. 6
C2H4EuF3O | the ωB97M-V functional and the def2-TZVPD basis

Summary:
LUMO level (alpha / beta) ... -5.0 / -4.9 eV
Orbital gap (alpha / beta) ... 7.625 / 7.761 eV
Energy above the lowest of the compared OMol25 structures with the same formula, charge and spin ... 0.0 kcal/mol
Net charge ... +1
Multiplicity ... 8

Geometry (Å):
Eu: -1.7248 2.2577 0.6289
H: 0.8175 0.5305 1.9433
C: -0.1537 -0.7319 -0.8855
F: 0.0465 -2.0327 -0.6705
C: 0.9569 -0.2043 1.1446
O: -0.1781 -0.0328 0.2659
F: -1.3237 -0.5851 -1.4994
H: 0.9461 -1.2169 1.5595
H: 1.8851 -0.0035 0.5984
H: -2.0825 2.3333 -1.3780
F: 0.8106 -0.3144 -1.7070

***

No. 7
C2HCl2N2O | the ωB97M-V functional and the def2-TZVPD basis

Summary:
LUMO level ... -6.5 eV
Orbital gap ... 10.668 eV
Energy above the lowest of the compared OMol25 structures with the same formula, charge and spin ... 6.7 kcal/mol
Net charge ... +1

Geometry (Å):
O: 0.2301 0.5196 -1.8654
H: 2.2519 -0.0112 0.0856
N: -2.7863 -0.1121 0.5261
N: -2.5845 0.5266 -0.3473
Cl: 0.5816 -1.8231 0.1587
Cl: 0.5567 0.7223 1.8887
C: 1.1560 -0.1274 0.3906
C: 0.5946 0.3055 -0.8369